This record from the OMol25 dataset describes 16 unconnected molecules or ions with the total composition C24H80O16. The level of theory is ωB97M-V/def2-TZVPD.

Geometry as XYZ:
```
120
C24H80O16 (ωB97M-V/def2-TZVPD)
O 15.703 -17.843 27.417
H 15.419 -17.094 26.892
H 14.999 -17.972 28.052
O 16.999 -14.423 19.655
H 16.569 -15.053 19.077
H 17.924 -14.665 19.628
O 16.138 -18.725 18.447
H 15.358 -19.050 18.898
H 16.828 -18.757 19.109
O 19.664 -15.364 23.379
H 18.868 -15.636 23.836
H 20.312 -16.030 23.609
O 18.024 -18.912 26.327
H 17.271 -18.717 26.884
H 17.898 -19.823 26.062
O 14.127 -14.332 24.045
H 14.653 -14.002 23.317
H 13.524 -13.617 24.249
O 15.577 -15.626 25.822
H 14.959 -15.185 25.238
H 16.298 -15.891 25.251
O 20.300 -18.204 21.406
H 21.051 -18.795 21.337
H 20.384 -17.810 22.274
C 19.789 -17.155 17.593
C 20.293 -15.912 18.345
C 20.141 -14.620 17.513
O 19.501 -15.890 19.489
H 20.423 -17.420 16.747
H 18.806 -16.975 17.158
H 19.551 -18.009 18.227
H 21.341 -15.915 18.642
H 20.454 -14.785 16.482
H 20.747 -13.817 17.934
H 19.090 -14.338 17.456
H 19.698 -16.696 19.971
C 12.970 -22.292 25.006
C 14.175 -23.263 24.773
C 15.470 -22.560 25.233
O 13.994 -24.391 25.620
H 12.850 -22.015 26.054
H 12.089 -22.668 24.486
H 13.094 -21.335 24.500
H 14.187 -23.562 23.725
H 16.233 -23.319 25.409
H 15.337 -22.011 26.165
H 15.737 -21.806 24.494
H 13.865 -24.000 26.488
C 12.172 -17.278 22.156
C 11.998 -16.580 20.833
C 13.189 -15.700 20.474
O 11.935 -17.572 19.892
H 12.890 -18.098 22.125
H 11.179 -17.690 22.337
H 12.424 -16.579 22.953
H 11.101 -15.965 20.914
H 12.887 -14.853 19.858
H 14.012 -16.277 20.052
H 13.497 -15.247 21.416
H 11.789 -17.174 19.030
C 12.334 -21.125 19.454
C 13.250 -20.702 20.599
C 14.289 -21.834 20.835
O 13.984 -19.626 20.151
H 12.801 -21.201 18.472
H 11.442 -20.514 19.317
H 11.929 -22.124 19.611
H 12.703 -20.540 21.528
H 14.770 -22.006 19.872
H 13.972 -22.803 21.221
H 15.011 -21.476 21.570
H 13.309 -18.959 20.003
C 15.751 -18.659 23.831
C 17.016 -17.897 23.361
C 16.721 -17.020 22.109
O 17.446 -17.154 24.446
H 15.016 -17.993 24.283
H 15.942 -19.495 24.504
H 15.298 -19.140 22.964
H 17.772 -18.628 23.074
H 15.799 -16.447 22.210
H 16.590 -17.605 21.199
H 17.498 -16.275 21.940
H 17.776 -17.807 25.066
C 23.333 -18.281 27.703
C 21.842 -18.645 27.590
C 21.090 -18.538 28.899
O 21.199 -17.890 26.537
H 23.861 -19.103 28.186
H 23.526 -17.441 28.370
H 23.858 -18.122 26.762
H 21.982 -19.696 27.337
H 20.066 -18.872 28.733
H 21.148 -17.504 29.239
H 21.404 -19.313 29.598
H 20.275 -18.145 26.586
C 19.032 -15.016 27.280
C 17.994 -15.069 28.401
C 18.453 -14.333 29.649
O 16.827 -14.299 28.036
H 18.654 -15.664 26.489
H 19.963 -15.410 27.688
H 19.266 -14.007 26.942
H 17.677 -16.093 28.600
H 18.608 -13.266 29.493
H 19.458 -14.705 29.849
H 17.825 -14.552 30.513
H 16.348 -14.823 27.389
C 19.638 -20.884 19.356
C 18.269 -20.572 19.989
C 18.271 -21.082 21.460
O 18.222 -19.160 20.002
H 20.472 -20.724 20.038
H 20.043 -20.178 18.631
H 19.627 -21.919 19.011
H 17.429 -20.948 19.404
H 18.117 -22.160 21.452
H 17.456 -20.731 22.093
H 19.181 -20.802 21.991
H 18.934 -18.983 20.621
```

LUMO energy (spin up / spin down): -0.094 / -0.329 Ha
2S+1: 2
net charge: +1